1.
Density functional theory data (ωB97M-V with the def2-TZVPD basis set) for the molecule C6H10 at a distorted geometry.

Calculated values
SMILES string = C=C/C=C\CC
HOMO-LUMO gap = 8.795 eV
Charge = 0
HOMO = -0.29610 Eh
Spin multiplicity = 1

Element x y z (Å)
C -3.1433 -0.5098 -0.2920
C -1.8302 -0.0523 -0.2444
C -0.6848 -0.9338 0.1038
C 0.4343 -0.4161 0.7125
C 1.0628 0.8365 0.3454
C 2.5763 0.5853 -0.2762
H -3.9837 0.0801 -0.0928
H -3.2900 -1.6260 -0.3772
H -1.4744 1.0362 -0.3873
H -0.7522 -1.9509 -0.2834
H 1.0015 -1.0885 1.4343
H 0.4082 1.1889 -0.5572
H 1.0420 1.5844 1.2061
H 3.0948 1.3774 -0.7931
H 2.3393 -0.1654 -1.0055
H 3.1995 0.0539 0.5071

***

2.
Density functional theory data (ωB97M-V with the def2-TZVPD basis set) for a structure of composition C6H10 at a distorted geometry.

Calculated values
HOMO-LUMO gap = 8.966 eV
Charge = 0
HOMO = -0.29134 Eh
Spin multiplicity = 1

Element x y z (Å)
C 0.5082 -0.8258 1.6235
C 1.0691 -1.2990 0.3437
C 0.2273 -0.2724 -0.2262
C 0.5176 1.0398 -0.9508
C -0.9249 1.4220 -0.5329
C -1.2549 -0.0984 -0.4898
H 1.2676 -0.8653 2.4290
H -0.3978 -1.3330 1.9810
H 0.8591 -2.3309 0.1630
H 2.1077 -0.9721 0.2629
H 0.5690 0.9946 -2.0620
H 1.3921 1.5954 -0.6119
H -1.5113 2.0483 -1.2071
H -0.9012 1.8380 0.4743
H -1.6342 -0.4155 -1.4781
H -1.8933 -0.5258 0.2816

***

3.
Density functional theory data (ωB97M-V with the def2-TZVPD basis set) for a cluster of 2 separate species, C6H10 in total.

Calculated values
HOMO-LUMO gap (alpha / beta) = 8.363 / 8.203 eV
Charge = 0
HOMO (alpha / beta) = -0.30037 / -0.28306 Eh
Spin multiplicity = 1

Element x y z (Å)
C 2.6275 0.3845 -0.6404
C 1.2815 0.0715 -0.1414
C 0.3854 -0.0654 0.7131
C -0.8917 -0.4025 1.0647
C -0.6637 -0.8160 -1.4665
C -1.9387 0.6296 1.3860
H 3.2781 0.6869 0.1890
H 3.0800 -0.4846 -1.1279
H 2.6020 1.2020 -1.3675
H -1.0599 -1.4040 1.4597
H -0.7921 0.2135 -1.2077
H -1.0828 -1.1402 -2.4234
H -0.1935 -1.5685 -0.8705
H -1.7857 1.5434 0.8032
H -2.9417 0.2441 1.1807
H -1.9047 0.9056 2.4490

***

4.
Density functional theory data (ωB97M-V with the def2-TZVPD basis set) for a structure of composition C6H10.

Calculated values
HOMO-LUMO gap (alpha / beta) = 7.726 / 7.726 eV
Charge = 0
HOMO (alpha / beta) = -0.27176 / -0.27174 Eh
Spin multiplicity = 1

Element x y z (Å)
C -1.9206 0.4834 0.4161
C -0.1910 0.8315 -0.9554
C 0.8931 1.2481 -0.2249
C 1.5501 -0.7493 0.2274
C 0.3180 -1.3958 0.4633
C -1.0199 -0.2307 -0.3629
H -1.5890 1.3164 1.0269
H -2.9750 0.2135 0.4997
H -0.3509 1.1252 -1.9911
H 1.5910 1.9785 -0.6352
H 0.7946 1.2966 0.8576
H 2.1775 -0.4368 1.0592
H 2.1098 -0.9811 -0.6753
H 0.0093 -1.5124 1.5028
H 0.0949 -2.2782 -0.1338
H -1.4918 -0.9089 -1.0744